# 1
Here is a 7-piece molecular cluster, C53H47F6N2O5P overall from OMol25. Energies are from ωB97M-V/def2-TZVPD.

Last column: Mulliken charge in e.
Cartesian coordinates (Å):
O 2.84 -2.07 -0.41  -0.7357
P 1.55 -1.68 -1.19  0.5701
C 1.12 0.15 -0.98  1.1740
C 2.28 1.24 -1.09  0.0841
C 2.57 2.12 -2.36  -0.0922
C 3.67 3.19 -2.49  -0.3419
N 4.55 3.45 -1.40  -0.5556
C 4.35 2.65 -0.25  -0.2517
C 3.31 1.55 0.06  -0.3758
O 0.62 0.41 0.39  -0.3014
C 0.03 1.73 0.26  0.2655
O -0.15 2.58 1.16  -0.4359
O -0.30 1.96 -1.12  -0.1347
C -0.24 0.63 -1.73  0.6128
C -1.50 -0.35 -1.49  -0.2908
C -2.84 0.21 -2.25  0.3584
C -3.85 0.93 -1.25  -0.4701
O -5.08 0.62 -1.35  -0.6118
N -3.35 1.86 -0.23  0.1388
C -3.11 3.22 -0.75  0.5072
C -3.04 3.63 -2.24  -0.1958
C -2.72 5.11 -2.62  -0.6506
C -2.44 6.23 -1.54  -0.4632
C -2.54 5.81 -0.03  -0.3759
C -2.85 4.34 0.32  -0.3400
H 1.64 -2.00 -2.60  0.1243
H 0.47 -2.47 -0.66  0.0407
H 1.87 1.98 -3.26  0.0778
H 3.77 3.78 -3.47  0.3073
H 5.10 2.85 0.61  0.3069
H 3.27 0.98 1.06  0.3439
H -0.07 0.85 -2.84  -0.4563
H -1.68 -0.61 -0.40  0.1540
H -1.24 -1.33 -2.04  0.2914
H -2.44 0.88 -3.09  -0.2896
H -3.32 -0.70 -2.75  0.5423
H -3.91 1.86 0.64  0.3718
H -3.22 2.85 -3.05  0.2660
H -2.66 5.47 -3.71  0.2814
H -2.18 7.31 -1.86  0.3282
H -2.34 6.61 0.77  0.2765
H -2.90 4.05 1.42  0.2262
F -1.06 -3.35 -0.37  -0.2168
C -1.44 -4.54 0.15  0.2978
C -1.67 -4.64 1.51  -0.3336
C -2.06 -5.86 2.04  -0.5926
C -2.22 -6.97 1.21  -0.5473
C -1.98 -6.85 -0.16  -0.5464
C -1.59 -5.63 -0.69  -0.4214
H -1.54 -3.77 2.14  0.4950
H -2.25 -5.96 3.11  0.4453
H -2.52 -7.92 1.63  0.3986
H -2.09 -7.72 -0.81  0.4163
H -1.41 -5.52 -1.76  0.4256
F 0.12 -6.12 7.72  -0.3191
C 0.50 -5.40 6.66  0.3155
C 1.00 -4.12 6.84  -0.4341
C 1.40 -3.38 5.74  -0.3632
C 1.28 -3.92 4.46  -0.8070
C 0.77 -5.20 4.28  -0.2096
C 0.38 -5.95 5.39  -0.5818
H 1.07 -3.72 7.84  0.4123
H 1.80 -2.38 5.87  0.4080
H 1.59 -3.34 3.59  0.5685
H 0.68 -5.62 3.29  0.5784
H -0.01 -6.96 5.27  0.4405
F -2.58 -0.77 -4.45  -0.1046
C -2.34 -0.51 -5.75  0.2668
C -1.28 0.31 -6.09  -0.0307
C -1.03 0.59 -7.43  -0.6126
C -1.85 0.05 -8.41  -0.4784
C -2.92 -0.77 -8.06  -0.4612
C -3.17 -1.05 -6.72  -0.6110
H -0.65 0.73 -5.31  0.4046
H -0.19 1.22 -7.70  0.3760
H -1.66 0.27 -9.46  0.3712
H -3.56 -1.18 -8.83  0.3707
H -3.99 -1.69 -6.43  0.4183
F -0.98 9.92 1.22  -0.3277
C 0.13 9.20 0.99  0.3022
C 0.99 9.57 -0.04  -0.5098
C 2.14 8.83 -0.27  -0.3523
C 2.42 7.72 0.53  -0.6417
C 1.55 7.35 1.55  -0.2398
C 0.41 8.10 1.79  -0.3632
H 0.75 10.43 -0.65  0.4238
H 2.82 9.11 -1.06  0.3795
H 3.32 7.14 0.34  0.4298
H 1.77 6.49 2.17  0.3996
H -0.28 7.84 2.59  0.4913
F 1.91 -9.63 0.01  -0.3063
C 2.45 -8.60 -0.67  0.2290
C 3.38 -8.84 -1.66  -0.4453
C 3.93 -7.77 -2.36  -0.3650
C 3.54 -6.47 -2.05  -0.5488
C 2.60 -6.23 -1.05  -0.4831
C 2.05 -7.30 -0.36  -0.3424
H 3.68 -9.86 -1.88  0.4101
H 4.66 -7.95 -3.14  0.3621
H 3.97 -5.63 -2.60  0.3889
H 2.30 -5.22 -0.82  0.6134
H 1.31 -7.14 0.41  0.4600
F 0.99 5.27 4.52  -0.2394
C 0.60 4.09 5.03  0.2075
C 0.37 3.98 6.39  -0.5142
C -0.03 2.75 6.92  -0.4603
C -0.19 1.65 6.07  -0.5730
C 0.06 1.78 4.71  -0.4328
C 0.45 3.01 4.18  -0.1761
H 0.50 4.84 7.03  0.4166
H -0.23 2.65 7.98  0.3621
H -0.50 0.70 6.48  0.3986
H -0.06 0.92 4.05  0.4516
H 0.63 3.12 3.12  0.5764

lowest unoccupied orbital energy = -0.33 eV
HOMO level = -8.12 eV
total charge = 0
SMILES = O=[PH2][C@]1(c2ccncc2)OC(=O)O[C@@H]1CCC(=O)Nc1ccccc1.Fc1ccccc1.Fc1ccccc1.Fc1ccccc1.Fc1ccccc1.Fc1ccccc1.Fc1ccccc1

# 2
Here is C53H49FN2OP2RuS3Se2Te2 as an isolated structure from OMol25. Energies are from ωB97M-V/def2-TZVPD.

Last column: Mulliken spin population.
Cartesian coordinates (Å):
Ru -0.64 -0.52 1.22  0.2108
Se -2.28 0.63 2.34  -0.1303
Te -4.70 0.16 2.21  0.7861
Te -2.41 -0.11 4.70  0.2771
Se -0.73 -2.20 3.30  -0.1791
N 1.67 -1.01 -0.71  0.0114
P 1.33 -1.95 0.58  0.0092
C 2.82 -1.96 1.67  -0.0031
C 2.73 -2.35 3.00  0.0050
C 3.86 -2.41 3.79  0.0060
C 5.09 -2.09 3.25  0.0011
C 5.19 -1.69 1.93  -0.0013
C 4.06 -1.63 1.13  -0.0018
C 1.54 -3.68 0.08  0.0248
C 1.96 -4.03 -1.22  0.0019
C 2.00 -5.35 -1.61  -0.0001
C 1.60 -6.37 -0.74  0.0009
C 1.20 -6.04 0.55  0.0010
C 1.15 -4.72 0.96  0.0217
P 0.49 0.53 -0.73  -0.0097
C 0.36 0.13 -2.53  0.0027
C 1.50 0.15 -3.32  0.0004
C 1.49 -0.33 -4.61  0.0001
C 0.34 -0.90 -5.13  0.0002
C -0.79 -0.98 -4.34  -0.0005
C -0.79 -0.47 -3.05  -0.0054
C 1.94 1.66 -0.86  0.0039
C 1.89 2.64 -1.85  0.0009
C 2.90 3.57 -1.99  -0.0008
C 3.98 3.55 -1.14  0.0001
C 4.07 2.55 -0.18  -0.0006
C 3.07 1.61 -0.05  0.0002
H 2.53 -1.15 -1.22  0.0018
H 1.76 -2.60 3.42  0.0132
H 3.78 -2.72 4.82  0.0004
H 5.98 -2.15 3.86  0.0003
H 6.16 -1.44 1.51  -0.0001
H 4.15 -1.34 0.09  -0.0001
H 2.26 -3.25 -1.90  -0.0003
H 2.35 -5.61 -2.60  -0.0001
H 1.63 -7.40 -1.05  0.0000
H 0.92 -6.82 1.25  0.0002
H 0.85 -4.47 1.97  -0.0392
H 2.42 0.55 -2.93  -0.0005
H 2.39 -0.28 -5.21  0.0000
H 0.33 -1.30 -6.14  0.0001
H -1.69 -1.46 -4.72  0.0002
H -1.68 -0.54 -2.45  -0.0033
H 1.05 2.65 -2.53  0.0008
H 2.83 4.33 -2.77  0.0000
H 4.77 4.29 -1.22  0.0000
H 4.93 2.52 0.48  0.0000
H 3.17 0.84 0.70  -0.0003
O -0.70 1.87 -0.48  -0.0072
C -1.21 3.17 -0.75  0.0083
C -0.55 4.24 0.10  -0.0018
C -1.11 5.42 0.49  -0.0001
C -0.26 6.21 1.29  -0.0003
C 0.95 5.63 1.48  0.0006
S 1.07 4.11 0.69  -0.0001
C -1.08 3.52 -2.20  -0.0008
C -1.46 2.78 -3.28  -0.0018
C -1.21 3.42 -4.51  0.0000
C -0.66 4.65 -4.35  0.0002
S -0.43 5.06 -2.69  0.0001
C -2.68 3.21 -0.38  -0.0035
C -3.23 3.36 0.86  0.0192
C -4.64 3.47 0.85  -0.0119
C -5.15 3.42 -0.41  0.0151
S -3.92 3.23 -1.60  0.0015
H -2.11 5.72 0.22  -0.0004
H -0.56 7.16 1.72  0.0000
H 1.79 5.99 2.04  0.0002
H -1.88 1.79 -3.20  0.0016
H -1.44 2.98 -5.46  0.0000
H -0.36 5.36 -5.10  0.0000
H -2.65 3.42 1.77  -0.0088
H -5.22 3.59 1.74  -0.0005
H -6.17 3.47 -0.72  0.0009
F 0.09 3.18 7.30  -0.0003
C 0.21 2.59 6.08  0.0022
C -0.33 3.22 4.97  -0.0178
C -0.16 2.64 3.73  0.0120
C 0.55 1.44 3.58  0.0259
C 0.76 0.88 2.25  -0.0089
C 1.06 0.83 4.73  -0.0102
C 0.90 1.39 5.97  0.0043
H -0.85 4.16 5.09  0.0003
H -0.56 3.14 2.86  0.0066
H 1.67 0.27 2.24  0.0062
H 0.83 1.71 1.53  -0.0013
H 1.61 -0.10 4.63  -0.0020
H 1.31 0.93 6.86  -0.0014
C -1.05 -3.63 -1.74  -0.0005
N -1.37 -4.45 -0.56  0.0028
C -2.01 -5.70 -0.97  -0.0003
C -2.15 -3.69 0.48  0.0589
C -2.85 -2.50 -0.09  0.0265
C -4.02 -2.74 -0.81  0.0004
C -4.66 -1.73 -1.50  0.0023
C -4.15 -0.45 -1.41  0.0582
C -3.02 -0.21 -0.65  -0.0015
C -2.29 -1.21 0.00  -0.1059
H -0.37 -4.17 -2.39  0.0003
H -0.58 -2.70 -1.43  0.0068
H -1.97 -3.38 -2.28  0.0009
H -0.46 -4.69 -0.10  0.0081
H -2.95 -5.49 -1.47  0.0005
H -2.20 -6.32 -0.09  -0.0004
H -1.36 -6.25 -1.65  -0.0003
H -1.44 -3.37 1.25  -0.0844
H -2.86 -4.39 0.94  0.0091
H -4.43 -3.74 -0.83  0.0012
H -5.55 -1.94 -2.08  0.0007
H -4.63 0.37 -1.93  -0.0115
H -2.68 0.82 -0.58  -0.0039

lowest unoccupied orbital energy (spin up / spin down) = 1.64 / 1.44 eV
HOMO level (spin up / spin down) = -3.38 / -3.26 eV
spin multiplicity = 2
total charge = -1